1.
Entry from the OMol25 dataset: C18H21BrN2O3S2 in the gas phase (wB97M-V/def2-TZVPD).

Each line ends with the natural charge from an NBO analysis.
Atoms and positions in Å:
C 1.716 4.451 0.709  -0.63
C 2.105 3.099 0.194  -0.01
C 2.490 2.088 1.064  -0.22
C 2.809 0.830 0.588  -0.17
C 2.751 0.557 -0.772  -0.07
C 2.366 1.565 -1.644  -0.20
C 2.054 2.823 -1.165  -0.20
H 1.752 3.597 -1.854  0.21
H 2.305 1.363 -2.704  0.21
C 3.015 -0.841 -1.265  -0.25
N 1.858 -1.678 -0.997  -0.62
C 1.840 -2.555 0.023  0.68
O 2.825 -2.861 0.666  -0.64
C 0.486 -3.205 0.337  -0.30
C -0.512 -3.264 -0.829  -0.42
C -1.475 -2.067 -0.803  -0.24
N -0.816 -0.914 -0.233  -0.70
S -1.304 0.573 -0.759  2.37
O -1.295 0.541 -2.189  -0.94
O -0.558 1.563 -0.056  -0.92
C -2.995 0.702 -0.224  -0.58
C -3.450 1.270 0.927  -0.20
C -4.845 1.137 1.089  -0.29
C -5.406 0.460 0.048  -0.31
S -4.247 -0.022 -1.150  0.52
Br -7.215 0.039 -0.157  0.13
H -5.403 1.521 1.923  0.24
H -2.798 1.777 1.614  0.25
C -0.481 -1.020 1.173  -0.24
C -0.139 -2.470 1.531  -0.41
H -1.043 -3.003 1.834  0.21
H 0.556 -2.480 2.370  0.24
H 0.369 -0.355 1.338  0.24
H -1.317 -0.666 1.795  0.19
H -1.781 -1.789 -1.813  0.24
H -2.376 -2.318 -0.224  0.19
H 0.031 -3.296 -1.774  0.22
H -1.101 -4.180 -0.758  0.22
H 0.728 -4.223 0.660  0.24
H 0.979 -1.315 -1.339  0.41
H 3.859 -1.294 -0.739  0.24
H 3.209 -0.844 -2.342  0.20
H 3.105 0.047 1.272  0.21
H 2.534 2.285 2.126  0.20
H 2.130 4.628 1.699  0.21
H 0.630 4.508 0.775  0.22
H 2.055 5.236 0.037  0.22

Summary:
LUMO, eV: 0.1381
Net charge: 0
SMILES string: Cc1ccc(CNC(=O)C2CCN(S(=O)(=O)c3ccc(Br)s3)CC2)cc1
Total energy, eV: -119842.7132
Strongest force on any atom, Eh/bohr: 0.0190

---

2.
Entry from the OMol25 dataset: 5 unconnected molecules or ions with the total composition C19H41Cl3N7O4 (wB97M-V/def2-TZVPD).

Each line ends with the Mulliken charge.
Atoms and positions in Å:
C 1.394 0.234 -0.101  -1.41
C 0.077 -0.414 -0.553  -0.26
C 0.346 -1.707 -1.290  -0.24
Cl 1.103 -1.303 -2.867  -0.16
N -0.874 -2.464 -1.643  -0.05
C -1.794 -2.672 -0.626  0.01
N -1.491 -2.852 0.632  0.00
N -3.115 -2.750 -1.004  -0.10
C -3.682 -1.489 -1.389  0.08
Cl -3.436 -1.023 -3.026  -0.20
C -4.389 -0.719 -0.552  0.59
C -5.107 0.532 -0.947  -1.37
Cl -4.526 -1.148 1.119  -0.18
H 2.104 0.336 -0.911  0.39
H 1.843 -0.379 0.672  0.39
H 1.189 1.197 0.353  0.40
H -0.463 0.286 -1.189  0.20
H -0.515 -0.543 0.353  0.37
H 1.093 -2.322 -0.792  0.41
H -0.600 -3.389 -1.967  0.28
H -2.192 -3.185 1.286  0.29
H -0.588 -2.623 1.015  0.24
H -3.647 -3.231 -0.266  0.33
H -5.164 1.201 -0.094  0.42
H -6.130 0.323 -1.251  0.28
H -4.576 1.050 -1.736  0.41
C -7.173 2.704 -6.487  -1.21
C -7.742 1.993 -5.282  0.76
O -8.713 2.411 -4.679  -0.64
N -7.123 0.847 -4.879  -0.14
C -5.962 0.193 -5.453  -0.55
H -7.770 3.590 -6.677  0.30
H -6.142 3.009 -6.304  0.34
H -7.208 2.061 -7.367  0.34
H -7.557 0.424 -4.075  0.20
H -6.227 -0.819 -5.764  0.30
H -5.174 0.131 -4.700  0.03
H -5.589 0.740 -6.312  0.32
C 6.052 0.154 0.545  -1.32
C 4.983 0.808 1.386  0.75
O 3.843 0.356 1.449  -0.64
N 5.325 1.920 2.072  -0.09
C 6.618 2.593 2.113  -0.85
H 5.627 -0.719 0.060  0.28
H 6.414 0.840 -0.220  0.38
H 6.890 -0.164 1.166  0.38
H 4.569 2.307 2.613  0.23
H 6.987 2.618 3.138  0.24
H 6.510 3.615 1.757  0.28
H 7.344 2.084 1.492  0.31
C -5.573 -4.807 1.944  -1.34
C -4.177 -5.157 1.506  0.77
O -3.359 -4.286 1.171  -0.79
N -3.826 -6.448 1.485  -0.16
C -4.633 -7.606 1.840  -0.86
H -5.696 -3.730 1.905  0.18
H -6.308 -5.267 1.283  0.40
H -5.748 -5.142 2.967  0.44
H -2.877 -6.608 1.181  0.24
H -4.156 -8.147 2.657  0.30
H -4.714 -8.271 0.981  0.30
H -5.628 -7.308 2.149  0.36
C 9.911 4.337 4.187  -1.38
C 9.215 4.964 3.002  0.80
O 9.055 4.360 1.952  -0.64
N 8.767 6.238 3.142  -0.16
C 8.866 7.106 4.302  -0.83
H 10.208 3.328 3.919  0.30
H 10.803 4.905 4.455  0.45
H 9.243 4.291 5.048  0.37
H 8.316 6.597 2.315  0.23
H 7.869 7.399 4.632  0.28
H 9.424 8.007 4.044  0.29
H 9.372 6.604 5.119  0.32

Summary:
LUMO, eV: -2.9130
Net charge: +1
Total energy, eV: -76551.6355
Strongest force on any atom, Eh/bohr: 0.0274

---

3.
Entry from the OMol25 dataset: C3H2N2O2 in the gas phase (wB97M-V/def2-TZVPD).

Each line ends with the natural charge from an NBO analysis.
Atoms and positions in Å:
C -0.629 -0.856 0.076  0.55
C 0.640 1.155 -0.037  -0.04
C -0.769 0.659 0.061  0.40
H 1.026 -1.954 -0.232  0.40
H 1.082 2.069 0.038  0.22
N 0.692 -1.065 0.378  -0.46
N 1.337 0.121 -0.214  -0.17
O -1.601 -1.496 -0.157  -0.47
O -1.778 1.367 0.087  -0.44

Summary:
LUMO, eV: -1.2731
Net charge: 0
SMILES string: O=C1C=NNC1=O
Total energy, eV: -10215.6412
Strongest force on any atom, Eh/bohr: 0.1027

---

4.
Entry from the OMol25 dataset: a molecular structure, C46H39N3O2P2TeV (wB97M-V/def2-TZVPD).

Each line ends with the Mulliken spin population.
Atoms and positions in Å:
V 0.274 -0.413 -0.220  0.83
O 0.559 -0.478 -1.836  -0.07
C 1.456 -0.285 -2.749  0.06
C 1.193 -0.391 -4.120  -0.03
C 2.196 -0.196 -5.044  0.05
C 3.493 0.104 -4.626  -0.02
C 3.772 0.237 -3.287  0.03
C 2.781 0.049 -2.308  0.01
C 3.064 0.144 -0.922  0.12
N 2.180 -0.107 0.022  0.03
N 2.558 -0.019 1.293  -0.01
C 1.520 -0.201 2.092  -0.01
O 0.376 -0.431 1.523  -0.10
C 1.693 -0.079 3.529  -0.01
C 0.620 -0.290 4.398  0.01
C 0.773 -0.094 5.755  0.00
C 2.003 0.284 6.270  0.01
C 3.078 0.493 5.414  0.00
C 2.928 0.319 4.055  0.00
H 0.186 -0.641 -4.424  0.00
H 1.975 -0.273 -6.098  0.00
H 4.279 0.216 -5.357  0.00
H 4.771 0.487 -2.962  0.00
H 4.067 0.418 -0.600  0.00
H -0.330 -0.595 3.978  0.00
H -0.072 -0.229 6.418  0.00
H 2.120 0.432 7.333  0.00
H 4.032 0.811 5.814  0.00
H 3.736 0.514 3.367  0.00
N -1.739 1.961 -0.896  -0.02
P -2.018 0.310 -0.548  -0.01
C -3.788 0.420 -0.073  0.00
C -4.271 -0.222 1.058  -0.01
C -5.631 -0.221 1.324  0.00
C -6.506 0.415 0.460  0.00
C -6.023 1.077 -0.659  0.00
C -4.669 1.079 -0.927  0.00
C -2.338 -0.380 -2.210  0.01
C -2.727 -1.716 -2.258  0.00
C -2.976 -2.323 -3.474  0.00
C -2.838 -1.597 -4.647  0.00
C -2.448 -0.268 -4.602  0.00
C -2.194 0.344 -3.385  -0.01
P -0.099 2.475 -0.685  0.06
C -0.486 4.261 -0.998  0.01
C 0.012 4.859 -2.148  0.00
C -0.308 6.172 -2.452  0.00
C -1.134 6.896 -1.607  0.00
C -1.628 6.308 -0.453  0.00
C -1.305 4.998 -0.149  0.00
C 0.048 2.586 1.146  -0.03
C 1.268 3.032 1.645  0.01
C 1.464 3.181 3.005  0.00
C 0.434 2.889 3.885  0.00
C -0.777 2.423 3.399  0.00
C -0.967 2.262 2.038  0.02
H -2.435 2.608 -0.524  0.00
H -3.574 -0.724 1.718  0.00
H -6.009 -0.725 2.202  0.00
H -7.568 0.391 0.652  0.00
H -6.706 1.578 -1.330  0.00
H -4.285 1.576 -1.808  0.00
H -2.829 -2.270 -1.328  0.00
H -3.279 -3.359 -3.510  0.00
H -3.027 -2.072 -5.598  0.00
H -2.337 0.292 -5.520  0.00
H -1.861 1.373 -3.344  0.00
H 0.653 4.286 -2.804  0.00
H 0.088 6.634 -3.345  0.00
H -1.394 7.918 -1.843  0.00
H -2.262 6.871 0.218  0.00
H -1.684 4.550 0.760  0.00
H 2.056 3.263 0.942  0.00
H 2.418 3.527 3.379  0.00
H 0.571 3.022 4.948  0.00
H -1.583 2.187 4.080  0.00
H -1.921 1.892 1.677  0.00
C 0.278 -5.506 -0.239  0.02
Te -0.077 -3.365 0.250  0.03
C 2.087 -3.382 0.369  0.00
C 2.536 -4.798 0.538  0.00
C 3.816 -5.094 0.987  0.00
C 4.223 -6.408 1.131  0.00
C 3.351 -7.439 0.823  0.00
C 2.073 -7.150 0.379  0.00
C 1.655 -5.833 0.236  0.00
H 0.197 -5.674 -1.314  0.00
H -0.465 -6.132 0.251  0.00
H 2.404 -2.759 1.207  0.00
H 2.500 -2.952 -0.550  0.01
H 4.491 -4.286 1.233  0.00
H 5.217 -6.629 1.491  0.00
H 3.663 -8.468 0.937  0.00
H 1.387 -7.952 0.147  0.00

Summary:
LUMO (spin up / spin down), eV: -0.1636 / -0.1670
Spin multiplicity: 2
Net charge: 0
Expectation value of S²: 0.8747
Total energy, eV: -108458.1641
Strongest force on any atom, Eh/bohr: 0.1072